The following is a DFT calculation (the ωB97M-V functional and the def2-TZVPD basis) of a cluster of 3 separate species, C5H9NO in total at a distorted geometry.

The geometry in XYZ format:
```
16
Properties=species:S:1:pos:R:3:forces:R:3
H 1.486352 1.166388 0.405200 0.09 0.05 0.12
H -1.538348 1.286271 -1.508007 -0.17 -0.12 0.00
C 1.472961 0.393785 -0.364151 0.05 0.06 -0.01
C 0.058439 0.146759 -0.787198 -0.08 -0.34 0.19
H -2.216010 -0.767292 0.013413 -1.14 -0.25 -4.44
H -2.069362 0.638740 1.996196 0.20 -0.05 -0.08
N -0.870906 1.310933 -0.742591 -0.38 -0.27 0.08
C -0.995835 0.274021 0.200814 1.85 1.27 2.18
C -1.286432 0.072867 1.496992 0.36 0.43 -0.31
O 1.649158 -1.918322 0.274704 0.17 0.45 -0.06
H 2.073113 0.784392 -1.185483 0.14 0.05 -0.17
H 3.215432 -0.675752 0.484082 -0.01 -0.01 -0.01
H -0.759632 -0.706081 2.042317 -0.26 0.00 -0.18
H -0.066455 -0.566535 -1.591645 -0.24 -0.08 -0.02
C 2.164201 -0.830432 0.171622 -0.21 -0.36 0.08
H -2.376356 -0.723290 -0.960868 -0.37 -0.84 2.62
```
Forces are in eV/Å.

## Properties
ΔE to the lowest compared entry with this formula, charge and spin	558.29	kJ/mol
gap between HOMO and LUMO	9.62	eV
E_tot	-325.72491	a.u.

The following is a DFT calculation (the ωB97M-V functional and the def2-TZVPD basis) of a cluster of 4 separate species, C3H12O4 in total at a distorted geometry.

The geometry in XYZ format:
```
19
Properties=species:S:1:pos:R:3:forces:R:3
H 0.986863 -0.765896 1.061426 0.06 0.83 0.44
H -3.086820 -2.025179 -2.514821 0.16 0.09 0.21
H 3.449479 -0.132489 -0.686236 0.10 -0.37 0.15
H 1.189203 -0.204465 -1.882124 -0.15 0.47 -0.12
O -3.028879 -0.086760 1.097096 0.08 0.01 -0.34
H 3.625266 -0.501111 1.068474 -0.35 -0.57 0.06
C 2.987269 -0.071213 0.306495 0.36 1.60 -0.87
H -1.042001 -0.497475 -1.334438 -0.45 -0.05 -0.34
H -2.574144 0.422195 1.769568 -0.03 0.08 0.42
H 0.145748 3.085479 1.245549 0.08 0.16 -0.66
H 0.021234 1.550475 1.493623 0.13 0.29 -0.33
O -2.332665 -1.843362 -1.939522 0.18 0.15 -0.55
O -0.565017 0.049437 -0.699288 0.36 -0.76 -0.49
H -2.614989 -2.027339 -1.047611 -0.33 -0.20 0.51
H 3.012377 1.017844 0.484565 0.36 -0.19 0.25
O 0.017256 2.420903 1.910323 -0.20 -0.54 0.90
H -2.511254 0.147829 0.317093 -0.02 -0.07 -0.06
C 0.785409 -0.202523 -0.875058 0.44 0.44 1.15
C 1.535671 -0.336350 0.224877 -0.78 -1.37 -0.33
```
Forces are in eV/Å.

## Properties
ΔE to the lowest compared entry with this formula, charge and spin	119.86	kJ/mol
gap between HOMO and LUMO	9.34	eV
E_tot	-422.41582	a.u.
structure (SMILES)	C/C=C/O.O.O.O

The following is a DFT calculation (the ωB97M-V functional and the def2-TZVPD basis) of a cluster of 2 separate species, C5H13NO in total at a distorted geometry.

The geometry in XYZ format:
```
20
Properties=species:S:1:pos:R:3:forces:R:3
C 1.130179 0.962593 -1.404246 -0.03 0.05 -1.20
H 1.150893 3.123009 -1.820116 0.69 -0.31 -0.17
H -1.534156 -1.180829 -1.672713 -0.62 0.79 0.26
H -0.097708 -1.333186 -2.406048 1.03 -0.01 -0.10
H -1.834642 -1.627375 3.186796 0.27 0.50 -0.08
H 0.305148 -0.468269 2.815851 -0.39 -0.10 0.26
H -2.129547 -1.542388 1.482488 0.20 -0.11 -0.20
C -1.369110 -1.815286 2.211779 -0.20 -0.77 0.95
C 1.282548 2.427784 -0.984092 -0.65 0.06 0.15
H 0.427232 2.743607 -0.397011 0.01 -0.33 0.65
H 1.438312 0.907821 -2.460107 0.22 -0.31 0.19
H 0.870754 -1.635712 1.710169 -0.38 -1.06 0.34
C -0.313820 0.519469 -1.429805 -1.53 0.69 0.07
H 2.200501 2.592281 -0.425875 0.05 0.18 -0.21
H -1.267926 -2.899126 2.270303 0.05 -0.12 -0.54
O -1.209645 1.296583 -1.140112 0.21 -0.23 0.34
N -0.643406 -0.749987 -1.815399 0.59 -0.83 -0.14
H -0.097468 -0.436801 1.133494 -0.36 -0.01 0.49
C -0.040532 -1.115481 2.008692 0.83 1.71 -1.22
H 1.732393 0.231292 -0.864049 0.03 0.21 0.17
```
Forces are in eV/Å.

## Properties
ΔE to the lowest compared entry with this formula, charge and spin	65.99	kJ/mol
gap between HOMO and LUMO	10.66	eV
E_tot	-328.29371	a.u.
structure (SMILES)	CCC(N)=O.CC

The following is a DFT calculation (the ωB97M-V functional and the def2-TZVPD basis) of a cluster of 2 separate species, C3H10NOS in total at a distorted geometry.

The geometry in XYZ format:
```
16
Properties=species:S:1:pos:R:3:forces:R:3
H 0.775461 0.502585 1.550668 0.15 0.09 0.06
C -0.465657 -1.104681 0.874424 0.12 -0.14 0.15
S 0.608670 0.474552 -1.199955 -0.13 0.21 -0.14
C 0.253548 -1.176301 -0.482779 0.13 0.94 -0.15
H -1.441609 0.473142 0.342960 -0.37 0.51 -0.49
O 1.094335 3.388666 -3.113963 -0.09 -0.01 0.50
N -1.761964 -0.376784 0.789425 0.97 -0.88 0.64
H -2.307826 -0.894237 0.116128 -0.27 0.21 -0.36
H -0.366774 -1.717515 -1.196167 -0.08 -0.26 0.01
H 0.146436 3.212964 -3.087076 0.06 -0.09 -0.12
H -0.624874 -2.150257 1.172956 -0.39 0.09 0.15
H 1.385994 2.898086 -2.324566 0.05 -0.05 -0.35
C 0.411830 -0.444989 1.939008 -0.40 -0.44 -0.16
H -0.161740 -0.293751 2.853768 -0.04 0.07 0.02
H 1.218643 -1.670369 -0.399887 0.00 -0.41 0.22
H 1.235521 -1.121107 2.165056 0.29 0.15 0.01
```
Forces are in eV/Å.

## Properties
ΔE to the lowest compared entry with this formula, charge and spin	20.08	kJ/mol
total charge	-1
gap between HOMO and LUMO	6.61	eV
E_tot	-648.52391	a.u.

The following is a DFT calculation (the ωB97M-V functional and the def2-TZVPD basis) of the molecule C5H11F at a distorted geometry.

The geometry in XYZ format:
```
17
Properties=species:S:1:pos:R:3:forces:R:3
H 0.978357 0.036768 -2.136604 -0.17 -1.21 0.67
F -1.719293 0.607552 0.683063 -0.98 1.70 2.32
H -1.479683 0.462858 -1.224097 0.74 -0.17 -0.24
C 0.847148 1.304229 -0.033046 -0.05 0.73 1.30
H 1.969752 -1.059517 -1.126385 -0.65 -0.12 -0.33
C -1.114714 -0.039968 -0.316886 -1.01 -0.49 -1.26
H 0.334286 1.783837 0.836837 0.58 -0.24 -0.52
H 0.349840 -1.595970 -1.710650 -0.34 -0.88 -0.30
H 0.608190 -2.008620 0.931664 -0.22 -1.40 -0.43
H 1.935692 1.399757 0.126396 -0.38 -0.24 -0.07
H 0.060217 -0.790339 2.012538 -0.06 0.38 -0.17
H 1.722967 -0.789104 1.388812 -0.22 0.00 0.09
H -1.561679 -0.993831 -0.266660 -0.43 -1.66 -0.51
C 0.343001 -0.155580 -0.118773 0.41 1.64 0.24
C 0.671467 -0.975853 1.128771 0.74 1.17 0.36
H 0.583137 1.938894 -0.899372 0.03 -0.62 0.13
C 0.915193 -0.774946 -1.340073 2.01 1.43 -1.29
```
Forces are in eV/Å.

## Properties
ΔE to the lowest compared entry with this formula, charge and spin	40.10	kJ/mol
gap between HOMO and LUMO	11.99	eV
E_tot	-296.95648	a.u.
structure (SMILES)	CC(C)(C)CF

The following is a DFT calculation (the ωB97M-V functional and the def2-TZVPD basis) of the molecule C2H4N2S4 at a distorted geometry.

The geometry in XYZ format:
```
12
Properties=species:S:1:pos:R:3:forces:R:3
H 2.505203 1.557567 -0.439901 -1.98 -4.68 0.85
H 3.252113 -0.625968 1.946639 0.75 0.50 -3.63
S 3.622382 -0.455825 0.316400 -2.33 -0.09 2.87
C -2.666166 0.057441 0.327025 0.74 0.56 -1.17
S -0.300734 1.143167 -0.327451 -0.34 0.58 -0.39
N 2.200781 0.382345 -0.262024 1.51 3.62 -0.15
C 0.868365 -0.118659 -0.358142 3.15 1.23 0.17
S -4.155207 -0.646807 0.230911 1.59 0.27 -0.46
H -1.752131 -0.477033 -1.452066 0.82 1.48 1.01
S 0.462684 -1.635411 -0.558980 0.36 -1.98 0.11
N -1.603524 0.182622 -0.635080 -4.49 -1.48 0.61
H -2.433767 0.636563 1.212665 0.23 0.00 0.19
```
Forces are in eV/Å.

## Properties
ΔE to the lowest compared entry with this formula, charge and spin	249.29	kJ/mol
gap between HOMO and LUMO	8.44	eV
E_tot	-1780.74764	a.u.
structure (SMILES)	S=CNSC(=S)NS

The following is a DFT calculation (the ωB97M-V functional and the def2-TZVPD basis) of a structure of composition C41H46AsF6N4Pt at a distorted geometry.

The geometry in XYZ format:
```
99
Properties=species:S:1:pos:R:3:forces:R:3
N 2.864656 -2.058348 1.997651 0.06 0.09 -0.10
F -1.584311 2.534399 -2.496911 -0.08 0.07 -0.24
C 3.539631 -1.367473 1.047940 0.03 0.00 0.08
C -2.002344 1.687947 3.298062 0.28 -0.33 -0.31
H -1.516801 -5.436611 6.031475 -0.03 -0.03 -0.03
H 6.661002 -0.766530 -0.107935 0.00 -0.06 -0.02
H 1.075766 3.416183 0.574330 -0.11 -0.13 -0.16
H 1.727272 -2.516124 -0.464886 0.08 -0.03 0.11
C 2.570312 1.397139 3.034695 -0.01 0.17 -0.10
H -3.668018 -4.659100 -1.086478 -0.01 0.04 -0.04
C -1.170961 -1.299123 6.556611 0.02 -0.16 0.21
As -1.684306 1.222472 -1.452394 1.08 -0.41 0.75
C -2.287035 2.787557 4.087397 0.03 0.09 -0.02
C -1.259786 -3.397839 5.349130 0.12 0.02 -0.12
C -3.285779 -2.573349 0.518308 -0.26 0.01 0.02
H -1.574609 4.624630 4.933813 0.00 -0.01 0.02
C -1.323799 -2.669156 6.561171 0.01 0.07 -0.02
H 2.190536 3.459670 2.786165 -0.10 0.07 -0.05
C 1.721736 -2.323838 -2.587038 -0.08 0.00 0.14
H 1.268301 1.678085 0.473948 0.04 0.22 -0.25
H 2.772251 -2.043462 -2.675142 0.01 0.01 -0.02
C -1.747742 -4.950277 -1.978821 0.17 0.21 0.04
F -2.032292 0.028967 -2.617677 -0.13 0.15 -0.11
C -0.703166 -2.096294 1.997877 0.75 -1.33 -1.01
N -0.298977 0.293009 2.305626 0.40 -1.91 -1.09
C 4.849204 0.101733 -0.887447 -0.12 0.02 -0.03
C 1.709016 2.605506 0.928717 0.30 0.24 0.51
H 3.490192 -3.981213 -1.083093 0.00 -0.01 -0.03
F -1.593948 -0.156225 -0.223100 0.34 0.48 -0.16
H -3.291379 2.923026 4.465037 -0.03 0.01 -0.06
H -1.478487 -3.196819 7.493821 -0.04 0.04 0.01
H 1.861610 -2.061606 1.982353 -0.06 -0.11 0.00
H 2.718621 2.732121 0.539829 -0.02 -0.16 -0.09
H -4.707672 1.201169 1.288209 -0.04 0.02 0.02
H -1.290761 -6.429704 3.806118 0.02 0.00 0.02
H -4.861364 -0.294865 3.381708 -0.01 -0.01 0.01
H -2.807801 -1.816710 1.143433 -0.03 -0.05 0.01
H -4.665860 -2.520332 -1.164537 -0.06 0.01 0.02
C -4.172472 -3.450969 1.411256 0.17 0.00 -0.05
C 1.510060 -3.154915 -1.313146 0.02 0.07 0.00
H -4.917184 -1.239550 0.025456 -0.01 0.01 0.01
H -1.218632 -0.764787 7.495813 0.03 0.00 0.00
H -4.430284 0.967031 4.526481 -0.02 0.02 -0.02
C -0.941950 -3.209455 2.901412 -0.63 -0.42 0.11
N 2.851774 -0.543545 0.237366 -1.02 -0.02 0.35
F -3.310233 1.444921 -1.016612 -0.05 0.01 -0.15
C -0.640566 1.485479 2.861377 -0.50 1.17 0.61
H 3.336206 -2.777352 2.517235 0.00 0.00 0.03
C -4.159199 -1.819461 -0.500934 0.19 0.00 -0.04
C -2.628906 -4.358795 -1.080931 -0.01 -0.08 -0.13
H -3.589367 -3.989462 2.154766 0.00 -0.07 0.10
C -2.228455 -3.353995 -0.228524 0.36 0.38 0.33
H 0.241071 -4.971863 -2.782488 -0.01 0.01 -0.01
H -2.768620 0.083850 2.101332 -0.01 0.04 0.03
C -4.020379 0.217698 3.848929 0.18 -0.03 -0.07
C 2.475623 -4.342292 -1.260732 -0.03 0.01 0.04
H -3.460927 -0.501595 4.444182 -0.07 -0.06 0.04
H 1.448259 -2.897239 -3.473255 0.02 0.02 -0.01
H 5.330465 0.675087 -1.665178 -0.04 0.03 0.00
H -4.901662 -2.828295 1.928850 0.00 0.01 0.00
C -0.676072 -0.879346 2.784522 0.78 1.58 0.76
H -4.725563 -4.182327 0.821553 -0.01 0.01 -0.01
C -0.816121 -3.013638 -0.201759 -0.43 -0.95 -1.03
C 3.492589 0.156751 -0.724619 0.22 0.19 -0.22
F -1.128609 2.180639 -0.083859 -0.21 -0.04 -0.32
C -1.063434 -2.646439 4.192124 -0.05 0.19 -0.24
Pt 0.753689 -0.131984 0.425853 -1.19 -1.19 0.26
H 2.161195 0.418861 2.798797 0.00 -0.11 0.02
H 1.112612 -1.417296 -2.570577 -0.01 0.03 -0.07
H 2.866813 0.769271 -1.362810 0.00 0.00 0.01
H 3.584787 1.445768 2.634830 0.02 0.00 0.02
C 0.066513 -3.567114 -1.199746 0.06 0.09 0.43
C -4.027681 1.795514 1.897136 0.22 -0.03 0.01
C -1.354257 -4.800025 5.170877 0.02 0.02 -0.06
C -0.061731 3.643249 3.762456 -0.16 0.18 0.14
C 1.717749 2.531945 2.455347 -0.04 -0.36 0.02
C 0.308357 2.549559 3.014939 0.14 -0.27 0.05
H 2.488726 -4.887611 -2.204933 -0.03 -0.03 0.02
C -0.916546 -1.240546 4.175745 -0.45 -0.04 0.47
C -1.222767 -5.355700 3.915231 0.04 -0.15 0.16
C -0.419892 -4.528177 -2.050094 -0.29 -0.16 -0.13
N -0.327440 -2.181292 0.733557 1.18 2.40 1.14
H -0.871984 -5.065847 1.802241 -0.11 0.01 -0.02
C -0.952869 -0.563111 5.376921 0.12 0.02 -0.35
F 0.086186 0.840225 -1.726615 -0.54 0.19 -0.06
H 2.213791 -5.041136 -0.464808 0.04 0.00 0.00
C -0.999715 -4.580401 2.762239 0.03 0.30 -0.13
C 4.934781 -1.467971 0.925550 0.06 0.02 -0.12
C 5.583487 -0.720404 -0.025225 -0.07 -0.09 0.10
H -0.813214 0.508153 5.434916 -0.08 0.02 0.00
H -3.560653 -1.140519 -1.107177 -0.15 -0.12 0.02
H -3.414209 2.399068 1.229805 -0.07 -0.02 -0.01
H -2.108465 -5.703667 -2.666948 0.01 -0.06 0.06
H 2.625557 1.485492 4.119993 0.03 0.00 -0.01
H -4.615354 2.462376 2.528071 -0.02 0.00 0.01
C -1.330111 3.755723 4.337643 0.15 -0.17 -0.13
H 0.655445 4.438603 3.917911 0.01 -0.01 -0.01
C -3.152159 0.863812 2.761582 -0.35 0.06 0.12
H 5.475433 -2.135870 1.581987 0.00 0.04 0.04
```
Forces are in eV/Å.

## Properties
ΔE to the lowest compared entry with this formula, charge and spin	198.19	kJ/mol
total charge	+2
gap between HOMO and LUMO (spin up / spin down)	5.05 / 4.98	eV
E_tot	-4762.76942	a.u.
multiplicity	2

The following is a DFT calculation (the ωB97M-V functional and the def2-TZVPD basis) of a cluster of 2 separate species, CH6S in total at a distorted geometry.

The geometry in XYZ format:
```
8
Properties=species:S:1:pos:R:3:forces:R:3
S -1.922052 2.550922 -1.080795 1.72 1.26 -0.47
H -2.200538 1.295714 -0.924035 -0.07 -1.30 0.12
C 0.854184 -1.232849 0.681285 2.48 -2.25 0.76
H 0.510077 -0.557434 0.000518 -1.47 2.11 -1.35
H -0.551702 2.355276 -1.361367 -1.65 0.03 0.35
H 1.224937 -2.070108 0.054069 -0.91 -0.23 0.71
H 0.283243 -1.447130 1.573004 -0.61 -0.35 -0.40
H 1.801852 -0.894392 1.057324 0.51 0.72 0.27
```
Forces are in eV/Å.

## Properties
ΔE to the lowest compared entry with this formula, charge and spin	40.79	kJ/mol
gap between HOMO and LUMO	10.63	eV
E_tot	-439.85018	a.u.
structure (SMILES)	C.S